1.
Entry from the OMol25 dataset: the molecule C16H20N2O2S in a non-equilibrium geometry (ωB97M-V/def2-TZVPD).

- ΔE to the lowest compared entry with this formula, charge and spin (kJ/mol) = 1440.6
- SMILES = CSc1ccccc1C(=O)NC[C@H](c1ccco1)N(C)C
- gap between HOMO and LUMO (eV) = 8.1

XYZ file:
```
41
Properties=species:S:1:pos:R:3:forces:R:3:nbo_charge:R:1
C 2.9826 2.6810 0.4033 2.7109 -4.4129 -4.9456 -0.701
S 2.7759 1.0887 1.2941 1.5824 5.8104 6.3293 0.274
C 2.5983 -0.1559 0.3113 -1.9721 0.0226 -3.5886 -0.287
C 3.5245 -1.1934 0.5024 1.3668 -1.3461 -4.0665 -0.222
C 3.5879 -2.0906 -0.6928 -2.2750 4.4549 5.0327 -0.133
C 2.6044 -2.1236 -1.6712 4.5787 -1.0358 2.9505 -0.271
C 1.7384 -1.2008 -1.6616 -0.7269 8.3342 5.3631 -0.099
C 1.6083 0.0789 -0.7048 4.9188 -8.2242 -1.1118 -0.134
C 0.4291 0.9456 -0.9502 4.3837 -3.4923 11.6505 0.679
O 0.2137 1.1385 -2.0288 -4.1477 3.3612 -8.9607 -0.541
N -0.0730 1.2058 0.3559 -3.0675 3.4853 -5.4134 -0.606
C -1.4264 1.7732 0.5145 7.7835 3.7422 -3.0820 -0.251
C -2.4801 0.9666 0.4814 -7.4078 -7.2855 1.4488 -0.123
C -2.2202 -0.5233 0.9133 0.2560 6.0649 -4.4927 0.214
C -2.6164 -1.4217 1.7079 -7.2519 2.1219 9.8536 -0.319
C -2.0677 -2.5658 1.6844 7.2949 -6.8799 -6.8644 -0.327
C -1.2495 -2.3674 0.4372 0.6020 -5.5546 0.7382 0.104
O -1.4490 -1.1755 0.1033 2.8093 2.5773 -4.7614 -0.396
N -3.4580 1.1944 -0.6142 -1.0699 -2.3627 1.1279 -0.384
C -4.9108 0.5231 -0.1794 2.7604 2.0493 -6.9767 -0.419
C -2.9846 0.5381 -1.8218 -3.7282 6.7117 -0.5591 -0.426
H 2.2274 2.7381 -0.3458 -0.7864 0.3546 -0.3932 0.211
H 4.0074 2.6519 -0.2788 -2.3180 -0.1304 1.8184 0.206
H 3.0484 3.5314 0.9197 -0.0510 2.8323 2.8216 0.222
H 4.4442 -1.0873 1.2704 -2.6354 -0.4081 -1.8672 0.251
H 4.2427 -2.7574 -0.4038 3.5444 -4.0755 -0.2061 0.196
H 2.6437 -2.9065 -2.2823 -0.2767 -2.9557 -2.8210 0.215
H 0.9450 -1.1462 -2.1596 -6.1555 -0.3090 -5.1351 0.183
H 0.2157 0.6380 1.0280 1.8973 -2.9883 3.2375 0.383
H -1.4368 2.2163 -0.4799 -0.4551 1.6567 0.2531 0.235
H -1.3611 2.4426 1.3155 -0.2294 1.3218 0.9623 0.216
H -3.1169 1.1857 1.2601 -1.2936 1.0060 2.3361 0.213
H -3.1973 -1.3673 2.6242 -0.7259 1.3553 -0.2179 0.224
H -1.9393 -3.5350 2.0990 -0.9406 -0.1239 1.1111 0.245
H -0.6236 -2.9684 -0.4354 -1.6296 1.2831 3.0100 0.211
H -5.1722 1.0178 0.6741 -1.0480 0.8367 2.2279 0.196
H -5.4677 0.9283 -1.1778 0.5585 -0.9892 2.7783 0.204
H -4.9134 -0.5547 -0.2615 0.1596 -0.2318 0.6175 0.196
H -2.0124 0.6832 -2.0429 3.1922 1.6565 -0.7994 0.214
H -3.6731 0.8332 -2.6364 0.6747 0.2899 -0.0179 0.184
H -3.0199 -0.3968 -1.8494 -0.8821 -8.5227 0.6125 0.162
```
Forces are in eV/Å.

***

2.
Entry from the OMol25 dataset: a structure of composition C17H54N3O9 in a non-equilibrium geometry (ωB97M-V/def2-TZVPD).

- ΔE to the lowest compared entry with this formula, charge and spin (kJ/mol) = 1079.4
- gap between HOMO and LUMO (eV) = 8.5
- net charge = +1

XYZ file:
```
83
Properties=species:S:1:pos:R:3:forces:R:3:lowdin_charge:R:1
N 0.0355 1.1834 1.0600 10.2202 -4.0975 -3.0031 0.221
H -0.9141 1.6558 1.1662 1.7068 0.5540 -0.6244 -0.060
H 0.0764 0.7356 0.0426 0.5755 1.1276 2.7072 0.154
H -0.0132 0.3141 1.8649 1.5288 3.1610 -3.4735 0.216
H 0.8109 1.6722 1.3062 4.3076 1.6876 -0.1433 0.027
C 0.9219 4.4911 2.9326 -3.6029 1.6240 -1.3525 -0.157
O 1.3671 4.1075 1.6635 0.4857 1.6115 -1.4217 -0.125
H -0.2001 4.9458 2.9464 2.1874 -1.6906 0.0318 0.142
H 1.4602 5.2450 3.3976 1.5327 1.5446 0.6355 0.057
H 1.1396 3.6132 3.3908 -0.5998 -2.4501 2.7020 0.024
H 1.7034 4.9292 1.2691 -0.1338 -0.6395 -0.4308 0.094
C 3.0934 0.0288 3.3238 -0.2935 -3.2692 -0.5130 -0.192
O 2.4181 1.2133 3.3239 -1.9868 0.3658 0.0869 -0.096
H 3.7782 -0.0876 4.1566 0.4246 0.2204 0.1588 0.080
H 3.6483 -0.1125 2.3475 -0.6053 -0.3165 0.9875 0.097
H 2.3099 -0.7567 3.5342 0.9469 0.3446 -0.7808 0.091
H 3.1277 1.7953 3.3599 1.3710 2.6806 -0.0040 0.052
C 1.9503 -2.1046 0.3042 1.3403 2.5672 -5.3906 -0.081
O 0.5846 -1.6294 0.0887 4.7052 4.2433 -0.1039 -0.143
H 2.2008 -2.8776 -0.6002 -0.2462 1.8896 2.2639 0.127
H 2.0611 -2.5448 1.2117 0.2852 -1.3720 2.6912 0.019
H 2.7249 -1.1231 0.2505 -2.2874 -2.7861 -0.0135 0.136
H 0.0853 -2.3416 0.2080 -3.6053 -4.6343 0.7393 -0.009
C -2.1845 -1.8859 3.4583 -2.1295 0.9490 -3.5803 -0.138
O -0.8789 -1.3799 3.4660 -0.3207 1.6841 -1.8500 -0.110
H -2.1145 -2.6561 2.5965 -1.2664 0.9875 1.3810 0.105
H -2.7579 -0.8974 3.1394 -0.0730 -2.6475 0.6360 0.107
H -2.6014 -2.3506 4.3858 0.6557 0.6284 -0.6167 0.106
H -0.6328 -1.7868 4.2197 3.0269 -1.5139 3.9529 0.021
C 2.3841 1.6369 -1.6702 5.6414 7.7380 -1.1642 -0.144
O 2.3380 2.6289 -0.6083 1.1648 0.9708 0.8427 -0.147
H 1.4773 1.6406 -2.2246 5.7507 1.5101 -1.3087 -0.116
H 2.4686 0.7209 -1.3998 0.7838 -5.7948 2.8590 0.017
H 3.2284 1.9013 -2.2012 2.3256 0.1735 -1.3769 0.083
H 2.9769 3.4006 -0.7545 -1.2753 -2.1662 0.0143 0.133
C -2.3377 3.7339 5.4335 -3.5921 3.5009 -2.1481 -0.095
O -2.4331 3.5074 4.0671 0.2644 -1.9336 -0.7604 -0.153
C -1.8670 2.2313 3.7132 0.7997 0.4862 0.0637 -0.177
C -2.3181 2.0765 2.2841 0.4708 -0.6359 -0.2797 -0.089
N -1.6875 0.9537 1.5621 -17.7279 5.3060 -3.6712 -0.169
C -2.5098 0.4218 0.5026 -1.2356 3.2261 -2.8026 -0.105
C -2.0639 -0.7843 -0.3499 -6.8113 -1.9029 5.7243 -0.183
O -3.2107 -1.1611 -1.1520 1.5216 -1.3375 -0.3302 -0.157
C -2.8079 -2.3477 -1.9268 0.2796 0.7684 -0.3527 -0.067
H -2.6421 4.7729 5.6048 0.3992 -0.0920 -0.0298 0.119
H -1.4487 3.5465 5.7614 5.8287 -0.7014 1.9561 0.032
H -2.9622 3.1845 6.0133 -2.3945 -2.1246 1.4360 0.065
H -2.2261 1.3387 4.2404 -0.4393 0.4239 0.6466 0.126
H -0.7363 2.2207 3.9102 -1.2712 0.2052 -0.6426 0.145
H -2.0372 2.9642 1.7556 -0.1558 0.9252 -0.4856 0.138
H -3.3536 1.8877 2.2234 -1.5114 0.5679 0.2961 0.120
H -1.5296 0.3648 2.1415 2.8958 -9.2102 8.9002 -0.044
H -2.4772 1.2786 -0.2541 -0.4916 -0.5975 0.6642 0.158
H -3.5666 0.4155 0.8492 0.4175 -0.8356 -0.6007 0.143
H -2.1491 -1.5415 0.5239 1.6051 0.0894 -1.6441 0.143
H -1.2529 -0.6855 -0.9015 3.9282 0.3450 -2.0916 0.029
H -2.3804 -3.2500 -1.4636 0.5931 0.8880 1.1344 0.093
H -2.1541 -2.0240 -2.7476 -0.0183 -0.1336 0.1591 0.083
H -3.6387 -2.8532 -2.3441 -1.4949 0.4396 -0.6580 0.072
C 0.1897 2.5766 -1.9106 -6.2412 -0.3138 -3.3884 -0.060
O 0.4487 1.1419 -1.9642 -9.7848 -1.5196 1.2393 -0.316
C 0.2437 0.4787 -3.1979 -0.3960 2.7733 -2.6802 -0.152
C 0.8474 -0.9171 -3.0209 -2.8264 1.4753 -1.6439 -0.212
N 0.4244 -1.7504 -4.1347 3.0450 1.2146 -2.0955 -0.073
C 1.0309 -3.0380 -3.9729 0.2829 -2.6542 2.7366 -0.251
C 0.8272 -3.9609 -5.2079 -0.0704 -1.2264 -1.2636 -0.206
O 1.3209 -5.2680 -4.8235 -1.0060 -0.1486 -0.5258 -0.228
C 1.2710 -6.2581 -5.8531 -0.8151 -1.1639 -1.1131 -0.140
H -0.9299 2.7274 -2.1878 1.8030 -0.2128 0.4302 0.146
H 0.7561 3.3206 -2.4433 0.6631 -0.8016 -1.7736 0.118
H 0.3961 3.0023 -1.0332 0.1499 0.3498 4.2217 0.028
H 0.8780 1.0502 -4.0483 -1.1590 -0.9021 1.7103 0.179
H -0.8684 0.7287 -3.4742 1.8639 -1.5542 0.1422 0.168
H 0.1729 -1.2909 -2.3307 0.1034 -1.0504 2.8535 0.064
H 1.9085 -0.8075 -2.8520 0.2371 -0.4716 0.4687 0.135
H 0.9993 -1.3705 -4.8986 -0.8724 0.2093 -0.5286 0.122
H 0.4771 -3.3882 -3.0326 0.6012 -0.5942 -1.3445 0.122
H 2.2095 -3.1492 -3.5263 -2.7234 0.7453 -1.7718 0.181
H 1.4807 -3.6208 -6.0538 -0.3283 0.1348 0.6000 0.119
H -0.2331 -4.0842 -5.7533 1.8138 0.6082 1.8814 0.161
H 0.2741 -6.4690 -6.4685 1.1899 0.5583 2.1629 0.120
H 1.7232 -7.2441 -5.5157 -0.9004 1.3665 0.1135 0.103
H 1.8687 -5.9855 -6.6982 0.9695 0.6262 -0.4526 0.053
```
Forces are in eV/Å.

***

Question: Which value of ΔE to the lowest compared entry with this formula, charge and spin does entry 1 give?
Answer: 1440.6 kJ/mol

***

Question: Among the records above, which one has the lowest gap between HOMO and LUMO?
Answer: C16H20N2O2S

***

Question: Among the records above, which one has the highest ΔE to the lowest compared entry with this formula, charge and spin?
Answer: C16H20N2O2S

***

Question: Which formula does entry 2 have?
Answer: C17H54N3O9